Below is a structure of composition C37H36AsI2N3OPZr, with properties calculated with ωB97M-V/def2-TZVPD.

Geometry as ORCA input:
```
! wB97M-V def2-TZVPD RIJCOSX def2/J DEFGRID3
* xyz 3 1
Zr 1.8260 1.3827 -0.5267
I 3.3369 -2.3933 -3.6819
C 4.4420 -1.4685 -2.1964
C 5.7286 -1.9320 -1.8342
C 6.4738 -1.3225 -0.8619
I 8.3680 -2.0654 -0.4166
C 5.9465 -0.1954 -0.1656
C 6.5931 0.5351 0.8430
C 5.9554 1.6096 1.4398
C 4.6733 1.9496 1.0521
N 4.0084 1.2946 0.0890
C 4.6556 0.2388 -0.5227
C 3.9286 -0.3805 -1.5480
O 2.7094 0.1853 -1.7641
H 6.1291 -2.7927 -2.3536
H 7.5944 0.2567 1.1489
H 6.4481 2.1851 2.2110
H 4.1634 2.7763 1.5321
N 2.4294 3.0647 -2.0316
C 1.9817 4.4462 -1.6929
C 2.1567 4.6496 -0.2032
N 1.4533 3.5327 0.5060
H 3.4500 3.0275 -2.0635
H 2.1379 2.8221 -2.9792
H 0.9304 4.5323 -1.9696
H 2.5368 5.1928 -2.2565
H 1.7749 5.6210 0.1031
H 3.2126 4.6096 0.0649
H 0.4442 3.6919 0.4539
H 1.6636 3.5611 1.5040
C -1.5453 -1.7692 -0.1013
C -1.3400 -3.0476 0.6838
As -3.0719 -4.0259 0.9937
C -3.7631 -3.9338 -0.8270
C -3.7009 -5.1234 -1.5488
C -4.1392 -5.1741 -2.8664
C -4.6544 -4.0356 -3.4688
C -4.7300 -2.8465 -2.7553
C -4.2851 -2.7923 -1.4401
C -3.9832 -2.5425 1.8775
C -5.2957 -2.1885 1.5721
C -5.9532 -1.2082 2.3083
C -5.3131 -0.5795 3.3656
C -4.0163 -0.9498 3.7008
C -3.3598 -1.9283 2.9648
P -0.0094 -0.7301 -0.1385
C -0.6108 0.8068 -1.0075
C -1.3885 1.8201 -0.4219
C -1.8728 2.8714 -1.1909
C -1.5810 2.9410 -2.5516
C -0.7994 1.9575 -3.1465
C -0.3105 0.8964 -2.3857
C 0.2385 -0.0300 1.5330
C 1.5908 0.2272 1.8334
C 1.9483 0.9049 3.0051
C 0.9578 1.3000 3.8877
C -0.3795 0.9975 3.6195
C -0.7420 0.3459 2.4458
H -2.3288 -1.1383 0.3302
H -1.8034 -1.9598 -1.1437
H -0.9279 -2.8561 1.6760
H -0.6705 -3.7342 0.1665
H -3.3227 -6.0234 -1.0777
H -4.0950 -6.1064 -3.4135
H -5.0151 -4.0775 -4.4884
H -5.1565 -1.9643 -3.2168
H -4.3790 -1.8664 -0.8871
H -5.8211 -2.6898 0.7699
H -6.9760 -0.9511 2.0648
H -5.8353 0.1669 3.9501
H -3.5355 -0.5113 4.5679
H -2.3710 -2.2490 3.2805
H -1.6380 1.7730 0.6300
H -2.5057 3.6243 -0.7368
H -1.9827 3.7497 -3.1494
H -0.6026 1.9911 -4.2115
H 0.2653 0.1104 -2.8658
H 2.3753 -0.2836 1.2619
H 2.9920 1.0535 3.2527
H 1.2221 1.7983 4.8118
H -1.1447 1.2650 4.3377
H -1.7855 0.1005 2.2704
*
```

Results
- M (g mol⁻¹) = 989.6
- ΔE to the lowest compared entry with this formula, charge and spin (eV) = 0.5339
- LUMO energy (eV) = -10.1
- orbital gap (eV) = 4.247
- F_max (eV/Å) = 1.00
- energy (Eh) = -4889.7883



Below is a structure of composition C37H36BrF4FeN2PS2Si, with properties calculated with ωB97M-V/def2-TZVPD.

Geometry as ORCA input:
```
! wB97M-V def2-TZVPD RIJCOSX def2/J DEFGRID3
* xyz 0 1
Fe 0.2253 -0.6426 0.8057
F -5.9040 -3.4425 -0.3240
C -4.9434 -2.5206 -0.3056
C -4.8516 -1.6005 -1.3233
F -5.7392 -1.6267 -2.3161
C -3.8457 -0.6445 -1.3002
F -3.8481 0.2463 -2.2997
C -2.9024 -0.6009 -0.2931
P -1.4434 0.5243 -0.1512
C -2.2622 1.9020 0.7192
C -1.9604 2.1689 2.0492
C -2.6412 3.1650 2.7369
C -3.6262 3.9041 2.0977
C -3.9373 3.6399 0.7702
C -3.2627 2.6388 0.0867
C -1.0604 1.1342 -1.8092
C -0.7314 2.4669 -2.0252
C -0.2418 2.8676 -3.2630
C -0.0777 1.9396 -4.2803
C -0.3926 0.6028 -4.0600
C -0.8702 0.1986 -2.8252
C -3.0460 -1.5198 0.7390
Br -1.8796 -1.4781 2.2292
C -4.0429 -2.4710 0.7426
F -4.1661 -3.3568 1.7328
H -1.1848 1.6007 2.5467
H -2.3968 3.3663 3.7729
H -4.1523 4.6861 2.6313
H -4.7057 4.2136 0.2672
H -3.5098 2.4337 -0.9493
H -0.8398 3.1886 -1.2246
H 0.0161 3.9067 -3.4275
H 0.3069 2.2532 -5.2431
H -0.2501 -0.1262 -4.8482
H -1.0723 -0.8512 -2.6338
C 2.5045 4.5793 -0.3091
Si 3.8061 3.2466 -0.2838
C 5.1893 3.7485 -1.4467
C 4.5377 3.0112 1.4139
C 3.0935 1.6193 -0.9018
C 3.6062 0.9678 -2.0163
C 3.0944 -0.2577 -2.4473
C 2.0606 -0.8217 -1.7355
N 1.5379 -0.2142 -0.6720
C 2.0273 0.9639 -0.2510
S 1.1598 1.5035 1.1582
H 2.9469 5.5548 -0.0871
H 1.7159 4.3776 0.4191
H 2.0471 4.6313 -1.3014
H 5.4023 4.8146 -1.3247
H 4.9372 3.5870 -2.4977
H 6.1092 3.1992 -1.2288
H 4.9940 3.9381 1.7740
H 5.3122 2.2409 1.3801
H 3.7736 2.6988 2.1293
H 4.4297 1.4125 -2.5649
H 3.4923 -0.7612 -3.3174
H 1.6126 -1.7752 -1.9916
C -0.6760 -4.5855 -2.7667
C -0.2630 -4.6960 -1.2947
C -1.2667 -5.5884 -0.5528
C 1.1359 -5.3232 -1.2029
C -0.2353 -3.3578 -0.6684
C -0.2186 -2.2468 -0.1656
H -0.6606 -5.5697 -3.2437
H 0.0076 -3.9294 -3.3095
H -1.6836 -4.1740 -2.8535
H -1.3316 -6.5731 -1.0250
H -2.2592 -5.1333 -0.5591
H -0.9602 -5.7198 0.4865
H 1.1385 -6.3257 -1.6418
H 1.4524 -5.3926 -0.1612
H 1.8654 -4.7096 -1.7355
S 1.9139 -1.8077 2.1070
C 1.3658 -1.2657 3.6190
N 0.6222 -2.1120 4.3725
C 0.0461 -1.8123 5.5579
C 0.2149 -0.5774 6.0955
C 1.0115 0.3468 5.3868
C 1.5760 0.0178 4.1906
H 0.4829 -3.0260 3.9553
H -0.5352 -2.5966 6.0208
H -0.2482 -0.3279 7.0382
H 1.1788 1.3349 5.7993
H 2.1752 0.7198 3.6289
*
```

Results
- M (g mol⁻¹) = 843.6
- ΔE to the lowest compared entry with this formula, charge and spin (eV) = 0.4761
- LUMO energy (alpha / beta) (eV) = -0.3 / -0.3
- orbital gap (alpha / beta) (eV) = 6.840 / 6.865
- F_max (eV/Å) = 1.30
- energy (Eh) = -7205.4380



Below is a structure of composition C37H36Cl2N2OP2RuS2, with properties calculated with ωB97M-V/def2-TZVPD.

Geometry as ORCA input:
```
! wB97M-V def2-TZVPD RIJCOSX def2/J DEFGRID3
* xyz 2 5
Ru 0.3015 -0.9071 -0.1392
S -0.6405 -1.1276 -2.3503
C -2.2380 -1.5761 -2.0269
C -3.1769 -1.5879 -3.0964
C -4.4771 -1.9482 -2.8630
C -4.8732 -2.3071 -1.5684
C -3.9686 -2.3062 -0.5027
C -2.6586 -1.9437 -0.7166
S -1.5282 -1.9334 0.6356
H -2.8410 -1.3069 -4.0859
H -5.1949 -1.9571 -3.6709
H -5.9008 -2.5924 -1.3842
H -4.3006 -2.5860 0.4886
N 2.1148 -0.3467 -0.9612
C 3.1589 -0.0214 -1.3510
N 4.3209 0.3623 -1.7494
C 4.6048 0.7021 -3.1614
C 5.6431 -0.2754 -3.6881
O 6.7844 -0.2820 -2.8556
C 6.4845 -0.7294 -1.5524
C 5.5087 0.2192 -0.8762
H 4.9930 1.7209 -3.1822
H 3.6797 0.6572 -3.7330
H 5.9705 0.0286 -4.6801
H 5.2127 -1.2836 -3.7509
H 7.4206 -0.7595 -0.9982
H 6.0598 -1.7427 -1.5868
H 5.9550 1.2082 -0.7639
H 5.1906 -0.1424 0.1019
C 0.5158 -2.2640 3.1657
P 1.4873 -1.8713 1.6927
C 2.1314 -3.3948 0.9812
C 3.3718 -3.4058 0.3412
C 3.8226 -4.5642 -0.2704
C 3.0372 -5.7092 -0.2559
C 1.7983 -5.7004 0.3705
C 1.3403 -4.5460 0.9842
C 2.8828 -0.8797 2.2594
C 2.9440 0.4902 2.0166
C 3.9846 1.2427 2.5408
C 4.9576 0.6304 3.3179
C 4.8923 -0.7337 3.5763
C 3.8588 -1.4905 3.0490
P -0.1183 -0.6680 3.9065
C 1.1481 -0.3537 5.1782
C 1.5350 -1.3357 6.0939
C 2.4833 -1.0548 7.0614
C 3.0484 0.2153 7.1316
C 2.6603 1.1988 6.2371
C 1.7117 0.9139 5.2613
C -1.5335 -1.2820 4.8852
C -2.5003 -2.1014 4.3033
C -3.6239 -2.4831 5.0206
C -3.8053 -2.0346 6.3206
C -2.8588 -1.2021 6.8995
C -1.7286 -0.8265 6.1885
H 1.1328 -2.8286 3.8675
H -0.3309 -2.8870 2.8777
H 3.9933 -2.5176 0.3442
H 4.7917 -4.5790 -0.7511
H 3.3947 -6.6135 -0.7297
H 1.1906 -6.5949 0.3852
H 0.3718 -4.5459 1.4691
H 2.1717 0.9772 1.4356
H 4.0259 2.3086 2.3570
H 5.7640 1.2183 3.7363
H 5.6436 -1.2059 4.1947
H 3.8121 -2.5540 3.2542
H 1.0719 -2.3160 6.0722
H 2.7715 -1.8177 7.7725
H 3.7813 0.4371 7.8962
H 3.0876 2.1910 6.3024
H 1.4037 1.6852 4.5649
H -2.3872 -2.4457 3.2819
H -4.3598 -3.1321 4.5640
H -4.6816 -2.3324 6.8802
H -2.9955 -0.8468 7.9121
H -0.9939 -0.1846 6.6583
Cl -0.3522 1.6636 0.2298
C -1.8166 1.7819 1.2866
Cl -3.2656 1.3296 0.4130
H -1.8745 2.8238 1.5766
H -1.6408 1.1051 2.1183
*
```

Results
- M (g mol⁻¹) = 822.8
- ΔE to the lowest compared entry with this formula, charge and spin (eV) = 0.3321
- LUMO energy (alpha / beta) (eV) = -5.4 / -8.6
- orbital gap (alpha / beta) (eV) = 7.452 / 4.265
- F_max (eV/Å) = 0.17
- energy (Eh) = -4110.1181



Below is a structure of composition C37H36ClIrN7O2P, with properties calculated with ωB97M-V/def2-TZVPD.

Geometry as ORCA input:
```
! wB97M-V def2-TZVPD RIJCOSX def2/J DEFGRID3
* xyz 3 2
Ir 0.0481 -0.5240 -0.5416
O 2.2640 3.2980 3.1172
C 1.6378 4.1578 2.3945
C 1.8156 5.5446 2.7175
C 1.1064 6.4873 2.0338
C 0.2212 6.0886 1.0172
C 0.0759 4.7240 0.6550
C 0.7712 3.7530 1.3078
C 0.6258 2.3156 0.9246
O 0.0218 1.9922 -0.1174
N 1.1876 1.4566 1.7750
N 0.9742 0.1710 1.3576
C 1.2472 -0.7626 2.1827
C 1.0835 -2.1124 1.6945
C 1.3715 -3.2036 2.4893
C 1.3039 -4.4847 1.9590
C 0.9856 -4.6102 0.6214
C 0.6957 -3.4774 -0.1174
N 0.6950 -2.2367 0.3976
H 2.0110 2.3621 2.7942
H 2.4990 5.7901 3.5202
H 1.2122 7.5365 2.2734
H -0.3628 6.8349 0.4947
H -0.5900 4.4491 -0.1520
H 1.6292 -0.5591 3.1769
H 1.6664 -3.0373 3.5167
H 1.5255 -5.3508 2.5683
H 0.9577 -5.5709 0.1262
H 0.4745 -3.5721 -1.1645
Cl -1.6417 1.5206 -2.0095
C -2.0012 0.6691 -3.5012
C -2.3802 1.3881 -4.6124
C -2.6801 0.6895 -5.7790
C -2.6118 -0.6954 -5.8073
C -2.2336 -1.4030 -4.6740
C -1.9047 -0.7294 -3.4985
P -1.4504 -1.5725 -1.9684
C -2.7335 -1.2606 -0.7459
C -2.4383 -1.4915 0.6083
C -3.3611 -1.1498 1.5936
C -4.5794 -0.6036 1.2295
C -4.8801 -0.3851 -0.1134
C -3.9605 -0.6973 -1.0990
C -1.4696 -3.3259 -2.3970
C -2.4159 -4.1479 -1.7833
C -2.4931 -5.4942 -2.1194
C -1.6288 -6.0266 -3.0630
C -0.6848 -5.2120 -3.6827
C -0.6064 -3.8693 -3.3577
H -2.4521 2.4664 -4.5720
H -2.9807 1.2361 -6.6632
H -2.8615 -1.2317 -6.7124
H -2.2102 -2.4828 -4.7103
H -1.5369 -2.0105 0.9081
H -3.1420 -1.3458 2.6348
H -5.3100 -0.3605 1.9896
H -5.8396 0.0324 -0.3891
H -4.1998 -0.5086 -2.1381
H -3.1005 -3.7467 -1.0484
H -3.2379 -6.1215 -1.6482
H -1.6962 -7.0732 -3.3294
H -0.0219 -5.6229 -4.4325
H 0.1160 -3.2537 -3.8816
C 1.4427 -0.4993 -3.2042
N 2.6192 -0.3129 -3.9923
C 3.6471 -1.2744 -3.5800
N 4.0038 -1.0818 -2.1702
C 2.8506 -1.2890 -1.3549
N 1.7231 -0.3140 -1.7124
C 2.3147 1.1024 -1.5715
N 3.4794 1.2622 -2.3832
C 3.1316 1.0479 -3.7918
C 4.4991 0.2871 -1.9878
H 1.0617 -1.5137 -3.3195
H 0.6731 0.2245 -3.4724
H 4.5340 -1.1327 -4.1942
H 3.2793 -2.2913 -3.7281
H 3.0854 -1.1255 -0.3018
H 2.4617 -2.2942 -1.5068
H 2.5625 1.2281 -0.5173
H 1.5306 1.7973 -1.8637
H 4.0203 1.1877 -4.4040
H 2.3759 1.7722 -4.0981
H 4.7682 0.4415 -0.9418
H 5.3865 0.4287 -2.6014
*
```

Results
- M (g mol⁻¹) = 869.4
- ΔE to the lowest compared entry with this formula, charge and spin (eV) = 0.0000
- LUMO energy (alpha / beta) (eV) = -9.3 / -10.6
- orbital gap (alpha / beta) (eV) = 7.117 / 5.859
- F_max (eV/Å) = 1.28
- energy (Eh) = -2870.2544



Which value of energy does entry 1 give?
-4889.7883 Eh